No. 1
Entry from the Open Molecules 2025 dataset: a cluster of 11 separate species, C47H108F15N6O21S5 in total (ωB97M-V with the def2-TZVPD basis set).

ORCA input file:
```
! RIJCOSX wB97M-V def2-TZVPD def2/J DEFGRID3
* xyz 1 1
C -2.5760 -0.6476 0.7715
N -1.1714 -0.2459 0.4807
C -0.8019 -0.6718 -0.9503
C -1.0665 1.1989 0.4991
C -0.2349 -0.7751 1.5018
C 0.3956 -2.0882 1.1378
O -0.6646 -2.9750 0.9985
H -3.1921 0.0245 0.2243
H -2.8013 -0.5819 1.8496
H -2.5320 -1.6846 0.5655
H -0.9958 -1.7221 -1.0377
H 0.2065 -0.3995 -1.2451
H -1.4393 -0.1231 -1.6507
H -0.0109 1.5715 0.2299
H -1.3315 1.4727 1.5007
H -1.6719 1.5570 -0.3351
H -0.8751 -0.9835 2.3787
H 0.6342 -0.1302 1.6717
H 1.0214 -2.3750 1.9899
H 1.0339 -2.0031 0.2549
H -0.3428 -3.8770 1.2712
C -2.9790 -4.8176 2.6479
N -3.9489 -4.7929 1.5282
C -4.9476 -3.6628 1.7478
C -3.2823 -4.6048 0.1931
C -4.7110 -6.0795 1.5313
C -3.8436 -7.3300 1.4796
O -3.5312 -7.7997 2.7458
H -2.0793 -5.4066 2.3569
H -3.4854 -5.1189 3.5347
H -2.6636 -3.8320 2.8767
H -5.3046 -3.8725 2.7523
H -5.7300 -3.7270 1.0024
H -4.4127 -2.7231 1.6599
H -3.9930 -4.5868 -0.6447
H -2.6263 -5.4733 0.0227
H -2.6210 -3.7758 0.1668
H -5.2253 -6.0847 0.5215
H -5.4518 -6.0723 2.3115
H -2.9080 -7.1770 0.9224
H -4.4043 -8.1185 0.9572
H -2.6790 -8.1324 2.7639
C 2.9646 0.3520 6.5188
C 1.5899 0.5046 7.0296
N 0.5128 -0.1162 6.1929
C -0.7686 0.1486 6.8849
C 0.4384 0.4218 4.7487
C 0.2057 1.9076 4.6697
C 0.6597 -1.5738 6.0573
C -0.5934 -2.4105 5.9295
O -1.3348 -2.0572 4.7593
C -2.7226 -2.2711 5.0919
H 3.2207 -0.7088 6.3709
H 3.5522 0.8939 7.2243
H 2.9926 0.8600 5.5516
H 1.1743 1.5355 6.8975
H 1.4376 0.2642 8.0779
H -1.6263 -0.1443 6.3000
H -0.8657 1.1706 7.0897
H -0.7447 -0.4150 7.8163
H -0.4191 -0.1513 4.3216
H 1.3924 0.1349 4.2254
H -0.2700 2.1586 3.7134
H 1.0490 2.5290 4.6754
H -0.5592 2.1168 5.3660
H 1.2638 -2.0008 6.8450
H 1.2654 -1.8965 5.1986
H -1.2406 -2.2871 6.8107
H -0.3039 -3.4482 5.8982
H -3.0373 -1.7722 5.9854
H -2.9455 -3.3345 5.2042
H -3.3174 -1.8504 4.3029
C 6.0411 -0.7080 -3.4545
C 5.1572 -1.0784 -2.2551
N 5.9070 -2.0957 -1.3546
C 6.2189 -3.4169 -2.0331
C 7.1989 -1.4707 -0.8872
C 7.2152 0.0229 -0.5933
C 5.0757 -2.3271 -0.1079
C 3.6346 -2.7505 -0.2990
O 3.5649 -3.8533 -1.1289
C 2.2354 -4.3357 -1.2957
H 6.9723 -0.2622 -3.1453
H 5.3970 -0.0342 -4.0609
H 6.2134 -1.5007 -4.1232
H 4.1874 -1.5129 -2.5257
H 4.9086 -0.2170 -1.6210
H 6.2876 -4.1974 -1.2120
H 7.1253 -3.3629 -2.6418
H 5.3546 -3.7535 -2.6261
H 7.7771 -1.5496 -1.8660
H 7.6804 -2.0960 -0.1363
H 7.2358 0.6085 -1.5310
H 8.1742 0.2525 -0.0848
H 6.3938 0.4101 -0.0423
H 5.0281 -1.3814 0.3889
H 5.6143 -3.0555 0.5190
H 2.9373 -1.9887 -0.7368
H 3.2561 -3.0039 0.7242
H 2.2799 -5.3135 -1.7300
H 1.7285 -3.6058 -1.8759
H 1.8220 -4.4631 -0.2428
C -0.1850 5.5542 2.7016
C -0.9751 4.9320 1.5773
N -0.9098 5.6662 0.2042
C -1.1731 7.1096 0.3566
C 0.5420 5.4660 -0.3235
C 0.6752 6.0708 -1.7310
C -1.8340 4.9461 -0.7389
C -3.2129 4.5180 -0.1577
O -3.8851 5.6838 0.4176
C -4.7464 5.4393 1.5582
H 0.8651 5.4799 2.5237
H -0.3393 4.9598 3.5368
H -0.4189 6.6217 2.8591
H -1.9878 4.8785 1.8919
H -0.5699 3.8733 1.5004
H -0.4364 7.6441 1.0312
H -2.1391 7.1670 0.8373
H -1.2705 7.5867 -0.5937
H 0.5048 4.4173 -0.4203
H 1.2124 5.8846 0.3982
H 0.2419 7.0425 -1.8254
H 0.1235 5.4688 -2.4417
H 1.7176 6.0666 -2.0749
H -1.4420 3.9631 -1.0895
H -2.1288 5.7219 -1.4823
H -3.1032 3.6466 0.4733
H -3.7918 4.1652 -1.0408
H -4.3418 4.7993 2.3790
H -5.6217 4.9804 1.1523
H -5.0387 6.4225 1.8605
C 1.5823 -1.3285 -8.8011
C 0.4487 -0.3026 -8.7685
N 0.1934 0.6160 -7.6465
C -0.0936 -0.1738 -6.3688
C 1.2431 1.6795 -7.4855
C 2.4946 1.3640 -6.7333
C -1.0760 1.4778 -8.0780
C -1.7378 2.4323 -7.1415
O -2.2676 1.8085 -5.9820
C -2.7005 2.8181 -4.9696
H 1.5947 -2.0348 -7.9714
H 2.5972 -0.9218 -8.7658
H 1.5234 -1.8819 -9.7127
H -0.4231 -0.9176 -8.8312
H 0.4264 0.3409 -9.6990
H 0.8004 -0.7040 -6.0672
H -1.0621 -0.6943 -6.5155
H -0.3875 0.5527 -5.6672
H 0.8079 2.6044 -7.1081
H 1.5314 1.9649 -8.5002
H 2.4267 0.9748 -5.7054
H 3.0923 2.2357 -6.5927
H 3.1443 0.5953 -7.2280
H -1.8738 0.8155 -8.3016
H -0.8409 2.1442 -8.9571
H -2.6037 2.7808 -7.7801
H -1.0786 3.3076 -6.8774
H -1.8895 3.5618 -4.9216
H -2.7925 2.4763 -3.9512
H -3.6378 3.2694 -5.3016
C -5.6179 -0.3089 -1.9331
F -5.6382 -0.5957 -3.2189
F -6.8257 -0.1075 -1.5272
F -5.0686 -1.3102 -1.2508
S -4.5928 1.2474 -1.7120
O -5.3322 2.2946 -2.4208
O -4.5240 1.3985 -0.2799
O -3.4092 0.8195 -2.3782
C 3.5810 2.8380 0.7041
F 4.6843 3.0692 -0.0103
F 3.6574 3.6312 1.7556
F 2.5233 3.2516 -0.0047
S 3.2596 0.9595 1.2085
O 4.5640 0.4450 1.5067
O 2.4016 1.1125 2.3802
O 2.5972 0.3693 0.0545
C 2.7155 3.1110 -3.3596
F 3.7041 2.6283 -2.6029
F 2.4554 4.3754 -2.8816
F 3.2552 3.1922 -4.5513
S 1.0647 2.0240 -3.3550
O 1.6788 0.7060 -3.4234
O 0.4377 2.3856 -2.1102
O 0.3785 2.4243 -4.5530
C -5.0637 1.0791 3.7943
F -6.0053 1.9947 3.4479
F -5.3087 0.4486 4.9104
F -5.1694 0.1385 2.8241
S -3.2076 1.7723 3.8875
O -2.5052 0.5368 3.6415
O -3.1366 2.7963 2.8323
O -3.2120 2.1935 5.2852
C 2.0228 -6.4395 3.7831
F 2.1844 -7.3940 2.8633
F 1.2242 -6.8984 4.7807
F 3.2451 -6.1357 4.3160
S 1.3406 -4.9533 3.0389
O 0.8982 -4.1691 4.1924
O 2.4558 -4.4472 2.2680
O 0.1665 -5.3926 2.2238
*
```

Summary:
- E_HOMO: -10.4 eV

Atomic partial charges in e from the Löwdin method, atoms 1 to 8: 0.020, -0.290, 0.047, -0.023, -0.101, -0.245, -0.096, 0.052

***

No. 2
Entry from the Open Molecules 2025 dataset: a cluster of 13 separate species, C47H116N4O13 in total (ωB97M-V with the def2-TZVPD basis set).

ORCA input file:
```
! RIJCOSX wB97M-V def2-TZVPD def2/J DEFGRID3
* xyz 0 1
C -3.5474 1.2981 2.7392
C -3.1743 -0.1960 2.8050
C -2.6640 -0.5452 4.2519
C -2.7170 -2.0406 4.5957
C -4.1416 -2.6137 4.3699
C -4.5667 -2.4077 2.8842
N -4.3317 -1.0062 2.4590
O -4.7838 -0.7916 1.1917
C -3.7629 -3.3947 2.0817
C -6.0586 -2.7298 2.8007
C -2.0501 -0.3786 1.7579
H -4.4923 1.4001 3.2730
H -3.8000 1.6390 1.7352
H -2.8063 1.9248 3.2353
H -1.6293 -0.2447 4.4167
H -3.2263 -0.0461 5.0411
H -2.3897 -2.1205 5.6323
H -1.9939 -2.6401 4.0427
H -4.7638 -2.0287 5.0472
H -4.1708 -3.6703 4.6363
H -2.7192 -3.1006 1.9714
H -3.8071 -4.3750 2.5563
H -4.1094 -3.4228 1.0486
H -6.6030 -1.9128 3.2742
H -6.3516 -2.7587 1.7512
H -6.2626 -3.7076 3.2373
H -1.5327 0.5685 1.6055
H -2.4289 -0.7036 0.7888
H -1.3866 -1.1648 2.1180
H -5.6739 -0.4735 1.3596
C -0.5314 6.4372 1.2954
C -0.0049 4.9887 1.6287
C -0.1417 4.0953 0.3623
C 0.9351 4.3089 -0.6565
C 2.2993 4.1295 0.0007
C 2.5662 5.0927 1.1342
N 1.4036 4.9938 2.0830
O 1.5957 5.4399 3.3547
C 3.9030 4.6228 1.9318
C 2.7711 6.5373 0.6041
C -0.9219 4.4129 2.7001
H -1.6182 6.4836 1.2261
H -0.2212 6.8798 0.3489
H -0.1821 7.1045 2.0833
H -0.3728 3.0503 0.5685
H -1.0297 4.4276 -0.1753
H 0.8084 5.2587 -1.1762
H 0.7739 3.5762 -1.4471
H 3.0827 4.1469 -0.7571
H 2.3863 3.1204 0.4034
H 4.7600 4.5149 1.2670
H 4.3193 5.2363 2.7307
H 3.6888 3.6710 2.4180
H 2.6589 7.2097 1.4546
H 3.7498 6.6748 0.1445
H 2.0043 6.8531 -0.1032
H -0.8605 5.0302 3.5964
H -0.4158 3.5976 3.2171
H -1.9778 4.2829 2.4630
H 1.4975 4.6169 3.8390
C -3.1647 1.8886 -5.9799
C -3.0090 2.6206 -4.6292
C -3.8888 3.8907 -4.5922
C -4.3105 4.3675 -3.2126
C -4.9734 3.1894 -2.5578
C -4.0748 1.9142 -2.3469
N -3.4060 1.6083 -3.6182
O -2.5415 0.4863 -3.5448
C -3.0976 2.2811 -1.2026
C -5.0559 0.8369 -1.9156
C -1.5823 3.0233 -4.3923
H -4.1826 1.5479 -6.1694
H -2.5808 0.9770 -6.1071
H -2.8169 2.4863 -6.8224
H -3.2550 4.6997 -4.9553
H -4.7405 3.9335 -5.2711
H -5.0561 5.1626 -3.2064
H -3.4777 4.7347 -2.6129
H -5.8377 2.8854 -3.1483
H -5.3126 3.5350 -1.5812
H -2.9272 1.4695 -0.4952
H -2.1029 2.5373 -1.5671
H -3.4361 3.0920 -0.5577
H -5.6428 0.9899 -1.0099
H -5.8597 0.6619 -2.6307
H -4.5612 -0.1161 -1.7279
H -1.1835 3.7848 -5.0625
H -0.9148 2.1704 -4.5150
H -1.3502 3.4762 -3.4283
H -3.0402 -0.2277 -3.9486
C 1.2127 -5.5067 0.4590
C 1.0662 -4.7743 1.7936
C 0.3984 -5.6191 2.8977
C 1.2657 -6.7560 3.4969
C 2.5564 -6.0762 3.9621
C 3.3092 -5.2036 2.9737
N 2.3563 -4.2998 2.3579
O 2.9756 -3.3431 1.5973
C 4.3401 -4.3203 3.7925
C 4.0807 -6.1085 2.0150
C 0.1766 -3.5846 1.6199
H 1.8894 -5.0523 -0.2647
H 0.2081 -5.4150 0.0462
H 1.4656 -6.5641 0.5359
H 0.0937 -5.0862 3.7985
H -0.5164 -6.0974 2.5476
H 1.3156 -7.5300 2.7311
H 0.7553 -7.1086 4.3932
H 3.1873 -6.7587 4.5315
H 2.2644 -5.4820 4.8280
H 4.9775 -3.6054 3.2721
H 3.7297 -3.6398 4.3861
H 4.9064 -4.9041 4.5182
H 4.7160 -6.7938 2.5761
H 3.4275 -6.8469 1.5500
H 4.7912 -5.6810 1.3075
H 0.0906 -3.0350 2.5573
H -0.8056 -3.9457 1.3149
H 0.4978 -2.8252 0.9071
H 3.2919 -3.8259 0.8302
C -1.8111 -2.8553 -1.1344
C -0.8352 -3.1406 -2.2624
O -1.4048 -3.9472 -3.3302
H -2.6663 -2.2840 -1.4955
H -1.3662 -2.2132 -0.3743
H -2.2490 -3.6899 -0.5869
H 0.0027 -3.5448 -1.6943
H -0.4110 -2.2400 -2.7062
H -1.3786 -4.8839 -3.1217
C 1.7665 -0.1722 -0.7092
C 0.4591 0.3528 -1.1974
O 0.5131 1.0689 -2.4643
H 1.5734 -0.4741 0.3202
H 2.5666 0.5602 -0.6022
H 2.1195 -1.0672 -1.2215
H 0.0228 1.0489 -0.4809
H -0.2049 -0.5115 -1.2130
H -0.3890 1.3830 -2.5593
C 2.5373 -4.2242 -4.3965
O 2.6753 -3.3717 -3.2300
H 3.0812 -5.1619 -4.2819
H 1.5352 -4.6509 -4.4379
H 2.7636 -3.7020 -5.3261
H 2.3497 -2.5195 -3.5289
C 0.6291 -1.2100 -5.1095
O 1.5751 -1.1103 -4.0566
H -0.3620 -1.2450 -4.6570
H 0.7437 -0.3428 -5.7599
H 0.7659 -2.1389 -5.6631
H 1.2398 -0.3739 -3.5400
C 2.1334 2.6536 -5.0130
O 2.0744 3.5782 -5.9976
H 3.0635 2.8470 -4.4786
H 1.3387 2.7535 -4.2737
H 2.2189 1.6083 -5.3099
H 2.9328 3.5373 -6.4254
C 0.5964 0.8245 3.2979
O 1.2234 0.4413 4.5196
H 1.2285 1.5235 2.7502
H 0.5005 -0.0432 2.6453
H -0.3988 1.2091 3.5209
H 1.9046 -0.1920 4.2817
C 5.4295 1.9093 0.0946
O 5.9762 0.6537 -0.2207
H 5.5313 2.5934 -0.7478
H 4.3685 1.8591 0.3395
H 5.9220 2.3677 0.9522
H 5.7752 0.4524 -1.1376
C 4.3710 0.9756 -3.5380
O 5.3098 0.2468 -2.8149
H 3.4494 1.0480 -2.9606
H 4.7544 1.9863 -3.6774
H 4.0857 0.4765 -4.4641
H 5.2082 -0.6803 -3.0423
C 4.1442 -0.6204 2.7854
O 3.0061 -1.2426 3.2298
H 4.1968 -0.4579 1.7089
H 4.1915 0.3548 3.2700
H 5.0238 -1.2144 3.0334
H 2.9766 -2.0563 2.7212
*
```

Summary:
- E_HOMO: -7.8 eV

Atomic partial charges in e from the Löwdin method, atoms 1 to 8: -0.029, -0.462, -0.101, -0.173, -0.120, -0.509, -0.136, -0.013